Computed, not measured: C24H47N3O2S in the gas phase, with ωB97M-V/def2-TZVPD.

```
77
Properties=species:S:1:pos:R:3:forces:R:3:nbo_charge:R:1
C 6.771026 -0.947324 -3.469776 -0.1 -0.2 0.1 -0.60
C 6.177834 -1.542800 -2.197605 0.2 0.3 0.0 -0.39
C 5.884083 -0.502370 -1.111738 -0.3 -0.5 -0.1 -0.20
C 4.723646 0.415570 -1.496173 0.3 0.2 0.1 -0.41
C 4.469836 1.448633 -0.402339 -0.2 0.0 -0.1 -0.39
C 4.118804 0.766369 0.925326 0.3 -0.1 0.1 -0.31
C 2.773547 0.048458 0.836695 0.1 0.6 0.1 0.69
O 2.610272 -1.142805 1.006708 0.0 -0.5 0.1 -0.64
N 1.743907 0.874471 0.553020 -0.4 0.4 -0.1 -0.64
C 0.390316 0.413469 0.374029 0.1 -0.2 0.0 -0.13
C 0.232673 -0.334365 -0.963862 0.1 0.1 0.0 -0.42
C 0.584862 0.559305 -2.141039 -0.1 -0.2 -0.5 -0.52
S 0.456563 -0.379868 -3.703660 0.1 0.2 0.2 0.18
C 1.334633 0.784581 -4.782923 -0.3 -0.3 0.4 -0.73
C -0.516732 1.646469 0.428350 0.2 -0.4 0.0 0.69
O -0.060422 2.775458 0.423876 0.1 0.4 0.0 -0.65
N -1.824570 1.361482 0.439623 -0.4 -0.1 0.0 -0.63
C -2.867786 2.341031 0.629756 -0.1 0.2 0.2 -0.23
C -3.699947 1.935719 1.851131 0.2 0.1 -0.3 -0.22
N -4.226259 0.591979 1.659735 -0.1 0.0 0.0 -0.48
C -5.523006 0.578597 0.997509 0.0 -0.4 -0.1 -0.21
C -5.701154 -0.651858 0.097215 -0.1 0.3 -0.1 -0.22
C -7.164457 -0.793303 -0.313517 0.2 -0.1 0.2 -0.60
C -4.811212 -0.546011 -1.137847 -0.1 -0.1 0.3 -0.61
C -4.191731 -0.214140 2.871802 0.4 0.0 0.1 -0.21
C -2.806870 -0.836980 3.102391 -0.3 -0.2 0.1 -0.23
C -2.708290 -1.402790 4.516589 0.1 0.2 -0.2 -0.60
C -2.537065 -1.932693 2.073260 0.1 0.3 0.2 -0.61
C 5.241281 -0.195851 1.319558 -0.3 -0.2 0.0 -0.39
C 5.546741 -1.197218 0.208324 0.2 0.2 0.0 -0.41
H 7.673109 -0.382761 -3.242308 0.1 0.1 0.0 0.20
H 7.030741 -1.738769 -4.169266 0.0 0.0 -0.1 0.21
H 6.065332 -0.283080 -3.962270 0.0 0.1 -0.1 0.20
H 6.883093 -2.273300 -1.793801 0.0 -0.1 0.0 0.20
H 5.256067 -2.076278 -2.439886 -0.1 -0.1 0.1 0.20
H 6.781364 0.112549 -0.967818 0.0 0.0 0.0 0.18
H 3.827418 -0.192135 -1.643378 -0.1 -0.1 -0.1 0.20
H 4.944094 0.932694 -2.432449 -0.1 0.0 -0.1 0.21
H 3.672746 2.130681 -0.708152 0.1 0.1 0.0 0.20
H 5.374293 2.045640 -0.258316 0.0 0.1 0.0 0.20
H 4.015495 1.534552 1.702094 0.0 0.0 -0.1 0.22
H 1.848819 1.879894 0.497421 0.1 -0.1 0.0 0.43
H 0.135324 -0.278790 1.187315 0.0 0.1 -0.1 0.23
H -0.789482 -0.700334 -1.070992 -0.1 -0.1 0.0 0.21
H 0.901117 -1.197039 -0.947305 -0.1 0.0 0.1 0.24
H -0.088571 1.416485 -2.203036 0.1 0.1 0.1 0.21
H 1.613311 0.912184 -2.060962 0.0 0.1 0.1 0.21
H 2.363865 0.883125 -4.447897 0.1 0.1 -0.1 0.21
H 1.308068 0.369352 -5.784609 0.0 0.0 -0.1 0.23
H 0.831422 1.747373 -4.764548 0.0 0.1 -0.1 0.21
H -2.138550 0.408468 0.558967 0.1 0.0 0.0 0.42
H -2.397993 3.315208 0.774905 -0.1 -0.1 -0.1 0.24
H -3.498980 2.375001 -0.263972 0.0 0.1 0.1 0.19
H -4.495659 2.675970 2.020621 0.0 -0.1 0.1 0.19
H -3.047064 1.941888 2.726290 0.0 0.0 0.0 0.20
H -6.341850 0.616796 1.734660 0.0 0.1 0.0 0.18
H -5.602928 1.471422 0.373454 -0.1 0.0 0.0 0.19
H -5.408504 -1.542960 0.660857 0.0 0.0 0.1 0.20
H -7.801912 -0.922117 0.558605 -0.1 0.0 0.1 0.21
H -7.494722 0.092994 -0.851595 -0.1 0.1 -0.1 0.20
H -7.294014 -1.655817 -0.962689 -0.1 -0.1 -0.1 0.21
H -5.127460 0.287045 -1.762416 0.0 0.1 -0.1 0.20
H -4.867530 -1.456778 -1.729329 0.0 -0.1 -0.1 0.21
H -3.776083 -0.384758 -0.850550 0.2 0.0 0.0 0.21
H -4.480409 0.381560 3.753299 -0.1 0.0 0.0 0.18
H -4.918890 -1.021891 2.771947 0.0 0.0 0.0 0.20
H -2.048925 -0.053467 2.991877 0.0 0.0 0.0 0.19
H -1.735329 -1.862500 4.671632 0.1 -0.1 0.1 0.21
H -2.839054 -0.618119 5.258715 0.0 0.0 0.1 0.21
H -3.474523 -2.158371 4.677523 -0.1 -0.1 0.0 0.20
H -3.171777 -2.794456 2.269484 -0.1 -0.1 0.0 0.21
H -2.753033 -1.580225 1.067581 0.0 0.0 -0.2 0.20
H -1.500142 -2.258119 2.115813 0.1 -0.1 0.0 0.22
H 4.949040 -0.738924 2.219803 0.1 0.0 0.1 0.22
H 6.138326 0.386211 1.546746 0.0 0.0 0.0 0.20
H 6.383017 -1.828603 0.517134 0.0 -0.1 0.0 0.20
H 4.676800 -1.838713 0.066384 0.0 -0.1 0.0 0.23
```
Forces are in eV/Å.

Its SMILES is CC[C@H]1CC[C@@H](C(=O)N[C@H](CCSC)C(=O)NCCN(CC(C)C)CC(C)C)CC1. Its charge is 0. The value obtained for the calculated total energy is -1655.6965 Ha. The gap between HOMO and LUMO is 0.338 hartree.

---

Computed, not measured: a molecular structure, C24H47N7O2Sn, with ωB97M-V/def2-TZVPD.

```
81
Properties=species:S:1:pos:R:3:forces:R:3:lowdin_charge:R:1
Sn -0.537327 0.901352 -0.375101 0.2 0.2 0.1 1.50
C -0.415695 -1.496485 -3.559387 0.0 0.1 0.1 -0.12
C -1.354613 -0.297355 -3.418243 0.0 -0.1 -0.1 -0.20
N -0.739231 0.933310 -2.879116 -0.2 -0.1 -0.3 -0.15
C -1.477112 2.152027 -3.267737 -0.1 0.1 0.1 -0.18
C -2.763379 2.312073 -2.472074 0.2 -0.1 -0.1 -0.17
N -2.421904 2.331955 -1.042706 0.1 0.1 0.1 -0.16
C -3.568439 2.389716 -0.114924 -0.1 -0.1 0.1 -0.19
C -4.459109 1.147827 -0.114178 0.1 0.0 0.0 -0.14
C -3.742376 -0.188650 -0.267783 -0.1 0.1 -0.1 -0.19
N -2.486188 -0.276108 0.506573 0.1 0.0 0.0 -0.14
C -2.014584 -1.662937 0.683006 0.2 -0.1 0.0 -0.18
C -1.400091 -2.232474 -0.582762 -0.1 0.0 0.1 -0.16
N -0.154119 -1.554533 -1.005006 0.0 -0.1 0.1 -0.27
C 0.265486 -2.110604 -2.312224 0.0 0.0 -0.2 -0.14
H 0.370966 -1.231892 -4.270249 0.0 0.0 0.0 0.12
H -1.012948 -2.266454 -4.048359 0.0 0.0 -0.1 0.13
H -2.210170 -0.554171 -2.795100 -0.1 0.0 0.0 0.08
H -1.743873 -0.095719 -4.422219 -0.1 0.0 0.0 0.14
H 0.184316 1.008333 -3.296317 0.1 0.0 0.1 0.11
H -1.702347 2.159023 -4.337789 0.0 0.0 0.0 0.14
H -0.830271 3.006820 -3.053271 0.0 0.0 -0.1 0.13
H -3.451951 1.490661 -2.672760 0.0 0.0 0.0 0.12
H -3.257383 3.238412 -2.776590 -0.1 0.0 0.0 0.14
H -1.904046 3.194504 -0.872241 0.0 0.0 0.0 0.11
H -4.189168 3.262458 -0.333683 0.0 0.0 0.0 0.14
H -3.144896 2.540240 0.877495 0.0 0.1 0.0 0.10
H -5.208512 1.208956 -0.904346 0.0 0.0 0.0 0.12
H -5.010908 1.158285 0.827927 -0.1 0.0 0.0 0.13
H -3.508291 -0.367203 -1.315739 0.0 0.0 0.0 0.09
H -4.426469 -0.982990 0.045343 0.1 -0.1 0.0 0.14
H -2.668853 0.098595 1.434641 0.1 0.1 0.0 0.13
H -2.833450 -2.315386 0.998784 0.0 0.0 0.0 0.14
H -1.249814 -1.659503 1.457679 -0.1 0.0 0.1 0.09
H -2.107650 -2.184399 -1.410371 0.0 -0.1 -0.1 0.12
H -1.187575 -3.293792 -0.399891 0.0 0.0 -0.1 0.14
H 0.860924 -2.853020 0.139707 -0.2 0.0 -0.1 0.13
H 0.093102 -3.192545 -2.305836 0.0 0.0 0.1 0.13
H 1.338982 -1.978154 -2.382571 0.0 0.0 0.0 0.09
C -1.370546 4.158888 4.440507 0.0 0.0 0.1 -0.01
O -1.255499 3.999637 3.015048 -0.1 0.1 0.0 0.03
C -0.826023 2.881449 2.480561 0.4 -0.2 -0.1 -0.57
O -0.778299 2.773683 1.254809 -0.4 0.2 0.2 -0.12
N -0.443046 1.875237 3.308799 -0.1 0.1 0.0 0.03
N 0.056102 0.701321 2.723094 -0.1 -0.1 0.0 0.05
H -1.819715 5.134454 4.582661 0.0 0.0 0.0 0.11
H -0.391287 4.144264 4.920584 0.0 0.0 -0.1 0.11
H -2.017122 3.392131 4.867146 0.0 0.0 -0.1 0.10
H -0.207354 2.078851 4.267916 0.0 0.0 0.0 0.14
H -0.175434 -0.075188 3.331384 0.0 0.0 0.0 0.09
H 1.069623 0.739694 2.658426 0.1 0.0 -0.1 0.10
C 1.882109 -3.904583 2.578112 -0.1 0.1 0.0 -0.04
C 1.747594 -2.377026 2.567110 0.1 0.0 0.1 -0.39
C 2.060422 -1.827675 3.970379 0.0 -0.1 -0.1 -0.07
C 2.627918 -1.735466 1.503040 -0.2 0.0 -0.1 -0.15
C 3.976448 -1.589254 1.779969 0.0 0.1 0.0 -0.02
C 4.826792 -0.975972 0.877365 0.1 0.0 0.1 -0.04
C 4.298582 -0.446851 -0.278047 0.0 0.0 0.0 -0.03
C 2.951585 -0.580166 -0.620227 -0.2 -0.1 0.1 -0.14
C 2.528660 0.132088 -1.894662 0.2 0.2 0.0 -0.43
C 2.757829 1.648571 -1.765021 -0.1 -0.2 0.0 -0.07
C 3.262121 -0.387161 -3.136502 -0.1 -0.1 0.0 -0.05
C 2.111775 -1.305745 0.250262 0.3 0.0 -0.1 -0.13
N 0.785799 -1.844657 0.027405 0.0 -0.1 0.2 0.00
H 1.260198 -4.335480 3.364403 0.0 0.0 0.0 0.09
H 2.916760 -4.191122 2.770213 0.0 0.0 0.0 0.09
H 1.586445 -4.353169 1.625980 0.0 0.0 0.0 0.08
H 0.710686 -2.132188 2.336954 -0.1 0.0 0.0 0.09
H 2.936373 -2.316847 4.397206 0.0 0.1 0.0 0.09
H 1.227040 -2.023353 4.648813 0.0 0.0 0.0 0.08
H 2.263543 -0.754828 3.952048 0.0 0.0 0.1 0.07
H 4.370625 -1.962682 2.716950 0.0 0.0 0.0 0.12
H 5.884997 -0.894353 1.086527 0.0 0.0 0.0 0.12
H 4.957796 0.075352 -0.960176 0.0 0.0 0.0 0.12
H 1.463553 -0.025123 -2.038404 -0.1 0.0 0.0 0.03
H 3.815537 1.872697 -1.636732 0.0 0.0 0.0 0.09
H 2.232315 2.062014 -0.902291 0.0 0.0 0.0 0.05
H 2.416087 2.168871 -2.664112 0.0 0.0 0.0 0.08
H 4.323239 -0.145238 -3.089146 0.0 0.0 0.0 0.09
H 2.863771 0.075586 -4.043167 0.0 0.0 0.0 0.09
H 3.180968 -1.470820 -3.237781 0.0 0.0 0.0 0.09
```
Forces are in eV/Å.

Its charge is +2. The value obtained for the calculated total energy is -1690.2659 Ha. The gap between HOMO and LUMO is 0.317 hartree.

---

Computed, not measured: a molecular structure, C24H48AsF6O24Rb2 at a distorted geometry, with ωB97M-V/def2-TZVPD.

```
105
Properties=species:S:1:pos:R:3:forces:R:3:lowdin_charge:R:1
Rb 1.301885 1.672656 2.949859 -0.4 -0.2 -0.3 0.94
Rb -3.740503 3.085267 -2.772957 0.2 -0.2 0.2 0.93
As -0.052648 1.460633 -0.848029 0.5 0.4 0.3 0.70
F 0.604080 0.633159 -2.188978 0.1 -0.3 -0.5 -0.21
F 1.404811 1.229342 0.070794 0.0 -0.1 0.1 -0.29
F -0.737765 2.314622 0.496745 0.0 -0.1 0.1 -0.26
F -1.546680 1.753438 -1.722257 -0.6 0.0 -0.3 -0.38
F -0.676272 -0.030345 -0.260119 -0.3 0.0 0.2 -0.22
F 0.561489 2.930817 -1.489364 0.1 0.4 -0.1 -0.22
C -3.295054 -6.399382 -1.270158 0.3 -0.2 0.4 -0.02
O -3.089198 -5.172834 -1.974731 -0.3 -0.3 -0.3 0.02
C -2.146442 -4.388377 -1.482872 0.1 0.2 0.0 -0.61
O -1.556313 -4.553592 -0.446743 -0.1 -0.3 -0.1 0.11
O -1.985860 -3.367516 -2.321414 -0.2 0.1 -0.2 0.02
C -0.933856 -2.458097 -2.003850 0.4 0.1 0.1 -0.03
H -4.126936 -6.911523 -1.736682 -0.1 0.2 -0.1 0.10
H -3.491124 -6.205693 -0.216433 -0.1 0.0 0.0 0.10
H -2.403363 -7.024745 -1.342743 0.0 0.1 0.0 0.10
H -1.217035 -1.469007 -2.348145 -0.2 0.0 -0.1 0.09
H -0.027741 -2.764472 -2.528634 -0.1 0.0 0.0 0.11
H -0.733629 -2.450809 -0.935163 -0.1 0.0 -0.2 0.06
C -6.716182 0.108231 -2.528681 -0.3 0.1 0.0 -0.03
O -5.707886 -0.472617 -1.704607 0.2 0.2 -0.1 -0.03
C -5.852239 -0.259627 -0.379311 0.2 0.1 0.1 -0.61
O -6.746813 0.350982 0.123635 -0.2 0.1 -0.1 0.15
O -4.843637 -0.761353 0.321154 0.0 -0.2 0.1 0.02
C -3.738594 -1.397067 -0.338828 -0.3 -0.6 -0.4 -0.01
H -6.266339 0.238851 -3.509538 -0.1 -0.1 -0.1 0.09
H -7.071413 1.060604 -2.130749 0.2 0.0 0.1 0.09
H -7.586330 -0.543741 -2.588396 0.1 -0.1 -0.1 0.11
H -3.120328 -0.646656 -0.827897 0.3 -0.1 0.2 0.09
H -4.053785 -2.129237 -1.087114 -0.2 0.3 0.0 0.10
H -3.238463 -1.982109 0.428945 0.3 0.5 0.0 0.09
C 2.235668 -1.909640 -0.891040 0.0 0.9 -0.4 -0.03
O 1.513019 -3.039126 -0.432942 -0.1 0.2 0.4 -0.02
C 2.023612 -4.237483 -0.696176 0.2 -0.1 0.2 -0.62
O 3.062355 -4.449336 -1.257734 0.2 -0.1 -0.3 0.14
O 1.195449 -5.142665 -0.196422 -0.2 0.2 0.1 0.00
C 1.520145 -6.492809 -0.476972 0.7 -0.4 0.1 -0.03
H 3.316462 -2.025806 -0.861980 -0.1 -0.3 0.1 0.10
H 1.928716 -1.067189 -0.276338 0.1 -0.2 0.2 0.07
H 1.926263 -1.633103 -1.903917 0.1 -0.3 0.0 0.09
H 1.662370 -6.635158 -1.546848 -0.2 -0.1 0.0 0.10
H 0.727078 -7.104622 -0.064369 -0.2 0.1 -0.2 0.09
H 2.451164 -6.787278 0.016829 0.0 0.2 0.0 0.10
C 2.026908 -2.435148 5.276079 -0.2 0.1 -0.1 -0.02
O 1.120051 -3.116717 4.402910 0.1 -0.1 0.1 0.02
C 0.547546 -2.368612 3.471768 -0.2 -0.4 -0.1 -0.61
O 0.777496 -1.189446 3.308679 0.0 0.6 -0.1 0.00
O -0.282754 -3.118390 2.776041 0.2 0.1 0.1 0.05
C -1.065484 -2.468193 1.753247 0.6 -0.3 -0.1 -0.01
H 1.495091 -1.654430 5.818983 0.0 0.0 0.0 0.10
H 2.842192 -1.992877 4.707319 0.1 0.0 0.0 0.10
H 2.387678 -3.193895 5.959104 0.1 0.0 0.0 0.10
H -1.933625 -2.022942 2.229266 -0.1 0.1 -0.1 0.10
H -1.297216 -3.256445 1.038852 -0.3 0.1 0.4 0.07
H -0.458610 -1.745420 1.214879 -0.1 0.2 0.3 0.07
C 1.383847 5.804637 3.522086 -0.3 0.0 0.6 -0.03
O 1.515406 6.581994 2.348568 0.1 0.2 -0.1 0.03
C 1.185401 5.983994 1.207335 -0.1 0.0 -0.2 -0.61
O 0.759992 4.865202 1.071399 0.1 -0.1 0.3 0.11
O 1.386407 6.850358 0.224400 0.0 0.1 0.0 0.03
C 1.102547 6.349248 -1.074583 -0.2 -0.3 -0.6 -0.03
H 0.502751 5.165841 3.469684 0.1 -0.1 -0.1 0.09
H 1.234973 6.491399 4.353533 0.1 0.1 -0.1 0.10
H 2.294177 5.237842 3.710954 0.0 -0.2 -0.1 0.08
H 1.645197 5.425676 -1.275604 0.1 0.1 0.1 0.08
H 1.384124 7.126567 -1.777955 0.1 0.0 0.1 0.10
H 0.043685 6.122382 -1.224371 0.0 0.1 0.3 0.10
C 5.517704 -0.733847 -7.129828 0.1 0.3 -0.1 -0.03
O 5.221125 -0.041807 -5.907426 0.0 -0.2 0.1 0.01
C 4.010635 0.500189 -5.844435 0.2 -0.1 -0.1 -0.63
O 3.189158 0.491799 -6.718415 -0.3 0.0 -0.3 0.13
O 3.864399 1.062744 -4.649410 0.3 0.4 0.3 0.01
C 2.681037 1.835735 -4.479836 -0.7 -0.5 0.5 -0.04
H 5.477581 -0.039235 -7.968224 0.0 0.0 0.0 0.10
H 4.827360 -1.552930 -7.315735 -0.1 0.0 0.1 0.10
H 6.530470 -1.100129 -7.000767 0.0 -0.1 0.0 0.09
H 2.756165 2.347487 -3.523464 0.3 0.1 -0.1 0.07
H 1.825233 1.165682 -4.359227 0.0 0.1 -0.3 0.09
H 2.509472 2.530617 -5.297071 0.1 0.0 -0.1 0.10
C -2.954913 1.230786 2.158857 0.2 1.2 -1.2 -0.07
O -3.206852 0.475076 3.308971 0.0 -0.4 0.5 0.01
C -4.473071 0.482927 3.767879 0.0 0.0 -0.2 -0.60
O -5.406207 0.996123 3.222692 -0.2 0.1 0.0 0.14
O -4.490351 -0.184745 4.912586 0.2 -0.1 0.1 0.01
C -5.783549 -0.424011 5.477586 -0.3 0.5 0.2 -0.03
H -2.390528 2.141330 2.390778 -0.1 -0.1 0.3 0.09
H -3.864438 1.557121 1.653803 -0.2 -0.2 0.2 0.09
H -2.353685 0.706996 1.419034 0.0 -0.5 0.4 0.07
H -6.405558 0.472703 5.458348 0.1 0.0 -0.2 0.10
H -5.622275 -0.665685 6.523074 0.1 -0.3 -0.1 0.09
H -6.294021 -1.211918 4.930616 0.0 -0.1 0.1 0.10
C 3.874570 2.858551 -0.922747 -0.3 0.2 -0.3 -0.02
O 4.831302 3.238586 0.070991 0.2 0.3 0.0 0.04
C 4.422464 3.267265 1.319523 -0.2 -0.2 -0.2 -0.61
O 3.371475 2.811059 1.722533 0.2 0.2 0.2 -0.07
O 5.344239 3.860391 2.058764 0.2 0.0 -0.1 0.03
C 5.181851 3.805344 3.471204 0.4 0.0 0.2 -0.02
H 3.578997 1.819667 -0.819475 0.0 0.0 0.1 0.09
H 4.357071 3.024979 -1.881781 0.2 -0.1 0.1 0.10
H 2.994702 3.501044 -0.873913 0.0 -0.1 0.2 0.08
H 6.139942 4.106892 3.887646 0.0 0.1 -0.1 0.10
H 4.983552 2.785793 3.797456 -0.2 0.0 0.0 0.10
H 4.424999 4.509222 3.807987 -0.2 -0.1 0.0 0.08
```
Forces are in eV/Å.

Its charge is +1. The value obtained for the calculated total energy is -5632.2681 Ha. The gap between HOMO and LUMO is 0.328 hartree.